# 1
Below is the molecule C21H24N2O5S, with properties calculated with wB97M-V/def2-TZVPD.

As for the HOMO energy: -7.98 eV. For the energy above the lowest of the compared OMol25 structures with the same formula, charge and spin, the calculation gives 257.6 kJ/mol. The structure (SMILES) is COc1ccc(OC)c([C@H]2C(C(=O)c3cccs3)=C(O)C(=O)N2CCN(C)C)c1. The strongest force on any atom is 0.79 eV Å⁻¹. For the HOMO-LUMO gap, the calculation gives 7.88 eV.

Cartesian coordinates (Å):
C1 3.85 -1.99 1.71
O1 3.58 -0.77 2.36
C2 2.46 -0.09 2.00
C3 2.24 1.13 2.64
C4 1.14 1.90 2.35
C5 0.21 1.48 1.41
O2 -0.92 2.16 1.08
C6 -1.08 3.48 1.55
C7 0.42 0.26 0.75
C8 -0.53 -0.20 -0.32
C9 0.11 -0.11 -1.69
C10 0.56 1.18 -2.22
O3 0.02 2.23 -1.90
C11 1.68 1.15 -3.15
C12 2.68 0.22 -3.30
C13 3.64 0.60 -4.25
C14 3.37 1.82 -4.80
S1 1.95 2.53 -4.16
C15 0.11 -1.34 -2.24
O4 0.51 -1.80 -3.43
C16 -0.53 -2.30 -1.30
O5 -0.69 -3.49 -1.53
N1 -0.86 -1.61 -0.20
C17 -1.56 -2.14 0.93
C18 -3.06 -1.82 0.87
N2 -3.30 -0.39 0.92
C19 -3.23 0.14 2.27
C20 -4.55 -0.01 0.28
C21 1.54 -0.50 1.05
H1 4.78 -2.36 2.15
H2 3.06 -2.73 1.89
H3 3.99 -1.85 0.63
H4 2.96 1.46 3.38
H5 1.01 2.84 2.87
H6 -1.98 3.86 1.07
H7 -0.23 4.11 1.27
H8 -1.21 3.51 2.64
H9 -1.44 0.41 -0.26
H10 2.73 -0.70 -2.75
H11 4.49 0.01 -4.52
H12 3.93 2.34 -5.56
H13 0.26 -2.74 -3.46
H14 -1.11 -1.75 1.84
H15 -1.43 -3.23 0.90
H16 -3.44 -2.20 -0.08
H17 -3.57 -2.36 1.68
H18 -4.02 -0.27 2.92
H19 -2.26 -0.10 2.70
H20 -3.33 1.22 2.23
H21 -4.54 -0.35 -0.76
H22 -4.63 1.07 0.28
H23 -5.43 -0.43 0.78
H24 1.67 -1.43 0.51

Taken from the Mulliken analysis, the atomic charges in e are: -0.7102 -0.5067 0.1756 -0.9445 -0.6411 0.2841 -0.2085 -1.1746 0.0278 -0.3768 -0.4006 0.2289 -0.6856 0.0560 -0.3034 -0.7912 -0.3607 -0.1202 0.9091 -0.6414 0.8099 -0.7656 0.4490 -0.9418 -1.0238 0.6735 -1.2277 -1.1648 0.3308 0.2484 0.2914 0.2699 0.4739 0.4977 0.2601 0.4390 0.3659 0.5669 0.4999 0.3932 0.4514 0.3055 0.2931 0.5142 0.4523 0.3930 0.3573 0.3285 0.2546 0.3493 0.2914 0.3483 0.3989


# 2
Below is a cluster of 12 separate species, C72H48O24 in total, with properties calculated with wB97M-V/def2-TZVPD.

As for the HOMO energy: -10.25 eV. For the energy above the lowest of the compared OMol25 structures with the same formula, charge and spin, the calculation gives 428.4 kJ/mol. The structure (SMILES) is O=C1C=CC(=O)C=C1.O=C1C=CC(=O)C=C1.O=C1C=CC(=O)C=C1.O=C1C=CC(=O)C=C1.O=C1C=CC(=O)C=C1.O=C1C=CC(=O)C=C1.O=C1C=CC(=O)C=C1.O=C1C=CC(=O)C=C1.O=C1C=CC(=O)C=C1.O=C1C=CC(=O)C=C1.O=C1C=CC(=O)C=C1.O=C1C=CC(=O)C=C1. The strongest force on any atom is 5.20 eV Å⁻¹. For the HOMO-LUMO gap, the calculation gives 7.91 eV.

Cartesian coordinates (Å):
O1 -1.15 0.81 1.95
C1 -2.20 1.28 1.66
C2 -3.30 1.52 2.67
C3 -4.50 2.14 2.36
C4 -4.83 2.54 1.03
O2 -5.97 2.85 0.56
C5 -3.80 2.27 0.00
C6 -2.55 1.80 0.30
H1 -3.11 1.26 3.70
H2 -5.22 2.09 3.16
H3 -4.11 2.27 -1.04
H4 -1.89 1.55 -0.52
O3 -0.86 1.40 5.94
C7 0.29 1.52 5.53
C8 1.40 2.28 6.06
C9 2.68 2.35 5.51
C10 3.07 1.67 4.23
O4 4.13 1.67 3.62
C11 2.00 0.78 3.78
C12 0.68 0.78 4.30
H5 1.22 2.76 7.01
H6 3.47 2.93 5.97
H7 2.23 -0.07 3.15
H8 0.04 -0.03 3.96
O5 -4.77 -2.26 6.39
C13 -4.15 -2.79 5.48
C14 -4.36 -4.21 5.09
C15 -3.63 -4.85 4.15
C16 -2.61 -4.18 3.32
O6 -2.05 -4.82 2.42
C17 -2.48 -2.74 3.54
C18 -3.28 -2.11 4.47
H9 -5.07 -4.68 5.75
H10 -3.77 -5.91 4.01
H11 -1.73 -2.16 3.02
H12 -3.09 -1.07 4.66
O7 2.08 6.78 2.55
C19 2.39 5.83 1.90
C20 3.72 5.19 1.92
C21 3.98 4.02 1.30
C22 3.00 3.30 0.46
O8 3.31 2.34 -0.19
C23 1.62 3.89 0.51
C24 1.44 5.05 1.12
H13 4.53 5.61 2.51
H14 4.95 3.55 1.26
H15 0.76 3.37 0.12
H16 0.45 5.47 1.24
O9 -0.26 3.01 -2.13
C25 0.27 3.22 -3.24
C26 1.75 3.28 -3.44
C27 2.41 3.65 -4.52
C28 1.67 3.96 -5.79
O10 2.15 4.48 -6.79
C29 0.19 3.91 -5.55
C30 -0.48 3.48 -4.45
H17 2.30 3.01 -2.56
H18 3.49 3.69 -4.56
H19 -0.40 4.21 -6.40
H20 -1.55 3.53 -4.59
O11 -4.14 -2.23 -2.81
C31 -4.61 -1.05 -2.99
C32 -5.88 -0.50 -2.48
C33 -6.23 0.75 -2.75
C34 -5.43 1.81 -3.46
O12 -5.86 2.88 -3.82
C35 -4.19 1.21 -3.90
C36 -3.83 -0.03 -3.74
H21 -6.51 -1.21 -1.97
H22 -7.23 1.12 -2.53
H23 -3.51 1.74 -4.55
H24 -2.98 -0.44 -4.26
O13 -3.86 -1.71 0.32
C37 -4.74 -2.28 0.96
C38 -4.98 -3.67 0.98
C39 -5.99 -4.25 1.69
C40 -6.90 -3.51 2.52
O14 -7.76 -4.10 3.12
C41 -6.53 -2.09 2.58
C42 -5.59 -1.50 1.83
H25 -4.34 -4.23 0.32
H26 -6.22 -5.30 1.56
H27 -7.10 -1.41 3.21
H28 -5.43 -0.47 2.11
O15 6.36 0.82 -2.09
C43 6.16 0.26 -1.02
C44 6.26 0.96 0.33
C45 5.88 0.33 1.50
C46 5.27 -1.04 1.66
O16 4.67 -1.51 2.69
C47 5.40 -1.77 0.36
C48 5.82 -1.15 -0.80
H29 6.63 1.98 0.33
H30 6.15 0.87 2.40
H31 5.21 -2.83 0.48
H32 5.67 -1.71 -1.71
O17 5.46 2.10 -6.08
C49 4.96 1.06 -5.75
C50 4.89 -0.03 -6.71
C51 4.23 -1.19 -6.38
C52 3.68 -1.53 -5.06
O18 3.16 -2.59 -4.90
C53 3.80 -0.41 -4.10
C54 4.42 0.74 -4.49
H33 5.10 0.09 -7.76
H34 3.95 -1.93 -7.12
H35 3.41 -0.57 -3.11
H36 4.43 1.49 -3.70
O19 -1.32 -3.40 -7.19
C55 -0.56 -2.46 -7.05
C56 -0.61 -1.44 -6.01
C57 0.12 -0.30 -6.06
C58 1.06 0.03 -7.15
O20 1.90 0.91 -7.12
C59 1.17 -1.01 -8.20
C60 0.41 -2.10 -8.12
H37 -1.26 -1.65 -5.17
H38 -0.01 0.42 -5.26
H39 1.92 -0.87 -8.96
H40 0.55 -2.79 -8.93
O21 -0.63 -0.05 -2.50
C61 -0.10 -0.61 -1.51
C62 -0.55 -1.90 -0.83
C63 0.02 -2.41 0.28
C64 1.17 -1.85 0.98
O22 1.57 -2.13 2.10
C65 1.70 -0.74 0.23
C66 1.27 -0.28 -0.97
H41 -1.48 -2.31 -1.19
H42 -0.41 -3.23 0.84
H43 2.69 -0.40 0.51
H44 1.81 0.53 -1.43
O23 -1.09 -3.22 6.84
C67 0.08 -2.84 6.81
C68 0.91 -3.10 5.63
C69 2.19 -2.65 5.51
C70 3.00 -2.02 6.57
O24 4.24 -2.00 6.50
C71 2.10 -1.60 7.73
C72 0.77 -2.04 7.81
H45 0.41 -3.70 4.90
H46 2.66 -2.60 4.54
H47 2.45 -0.86 8.43
H48 0.19 -1.71 8.65

Atom charges from the Mulliken analysis, given in e for atoms 1 to 99: -0.1418 -0.1101 -0.1860 -0.6444 0.1878 -0.6159 -0.1809 0.0702 0.3381 0.4182 0.4276 0.3731 -0.6004 0.0179 -0.7411 -0.7406 0.0061 -0.4668 1.0051 0.0874 0.4693 0.5204 -0.1952 0.7492 -0.6363 0.2036 -0.6698 -0.5643 0.7800 -0.6545 0.1355 -0.3321 0.5093 0.5292 0.3070 0.3578 -0.5509 0.1133 -0.3566 -0.3420 0.2629 -0.1958 -0.2026 -0.5788 0.4360 0.1934 0.6892 0.4536 -0.4514 0.4565 0.1261 -0.4878 0.2410 -0.6028 -0.7047 -0.3918 0.2859 0.5661 0.4011 0.5245 -0.6279 0.5674 -0.2652 -0.5270 -0.1438 -0.5671 0.2248 -0.0508 0.5235 0.3898 0.3860 0.0529 -0.3515 0.0761 -0.3522 -0.3249 0.0245 -0.5891 -0.5148 0.2497 0.5856 0.4636 0.4330 0.3165 -0.6055 0.5537 -0.2762 -0.3221 0.2640 -0.5326 -0.3244 -0.5137 0.5245 0.3803 0.4497 0.4290 -0.5915 0.1295 -0.3056


# 3
Below is a structure of composition C60H45BaN3O6P2SSe, with properties calculated with wB97M-V/def2-TZVPD.

The charge is -2. As for the HOMO energy: -0.60 eV. For the energy above the lowest of the compared OMol25 structures with the same formula, charge and spin, the calculation gives 367.0 kJ/mol. The strongest force on any atom is 5.63 eV Å⁻¹. For the HOMO-LUMO gap, the calculation gives 3.88 eV.

Cartesian coordinates (Å):
Ba1 0.29 -2.32 -3.78
O1 1.56 1.86 0.21
S1 0.11 1.50 0.39
C1 -0.13 1.66 2.19
C2 -0.90 2.66 2.75
C3 -0.93 2.92 4.14
C4 -0.14 2.16 4.96
C5 0.13 2.25 6.44
C6 1.12 1.08 6.73
C7 1.43 0.50 5.37
C8 2.30 -0.47 4.98
C9 2.29 -0.86 3.62
C10 1.47 -0.33 2.64
P1 1.29 -1.18 0.97
C11 0.30 -2.62 1.54
C12 -0.66 -3.02 0.62
C13 -1.41 -4.18 0.81
C14 -1.22 -4.94 1.96
C15 -0.30 -4.52 2.92
C16 0.45 -3.38 2.71
C17 3.06 -1.85 0.75
C18 3.47 -3.25 1.26
C19 4.76 -3.34 2.02
C20 5.56 -2.28 2.14
C21 5.21 -0.96 1.60
C22 4.05 -0.76 0.98
C23 0.66 0.80 3.02
C24 0.64 1.13 4.39
C25 -0.76 3.00 -0.16
C26 0.03 4.12 -0.16
C27 -0.47 5.41 -0.39
C28 -1.81 5.56 -0.57
C29 -2.65 6.81 -0.76
C30 -4.11 6.29 -0.83
C31 -3.99 4.78 -0.74
C32 -4.93 3.81 -0.76
C33 -4.50 2.47 -0.72
C34 -3.18 2.06 -0.62
P2 -2.79 0.27 -0.93
C35 -3.97 -0.01 -2.32
C36 -3.51 0.38 -3.58
C37 -4.30 0.22 -4.71
C38 -5.57 -0.33 -4.60
C39 -6.04 -0.71 -3.35
C40 -5.26 -0.54 -2.22
C41 -3.62 -0.50 0.52
C42 -3.66 0.16 1.74
C43 -4.12 -0.48 2.89
C44 -4.58 -1.78 2.81
C45 -4.54 -2.45 1.60
C46 -4.05 -1.83 0.46
C47 -2.18 3.08 -0.46
C48 -2.64 4.42 -0.59
H1 -1.49 3.31 2.12
H2 -1.55 3.73 4.52
H3 -0.78 2.17 7.02
H4 0.58 3.22 6.69
H5 0.65 0.33 7.36
H6 2.02 1.42 7.25
H7 2.97 -0.96 5.67
H8 2.97 -1.65 3.34
H9 -0.82 -2.46 -0.30
H10 -2.11 -4.47 0.03
H11 -1.78 -5.85 2.10
H12 -0.16 -5.10 3.82
H13 1.15 -3.07 3.48
H14 2.67 -3.78 1.78
H15 5.02 -4.29 2.47
H16 6.49 -2.37 2.70
H17 5.91 -0.15 1.73
H18 3.78 0.22 0.61
H19 1.08 3.97 0.06
H20 0.20 6.26 -0.38
H21 -2.37 7.32 -1.68
H22 -2.50 7.51 0.06
H23 -4.61 6.59 -1.75
H24 -4.71 6.68 0.00
H25 -5.98 4.03 -0.84
H26 -5.26 1.70 -0.81
H27 -2.51 0.79 -3.67
H28 -3.90 0.50 -5.68
H29 -6.17 -0.48 -5.48
H30 -7.03 -1.15 -3.26
H31 -5.64 -0.85 -1.26
H32 -3.33 1.19 1.81
H33 -4.13 0.05 3.83
H34 -4.94 -2.28 3.70
H35 -4.89 -3.48 1.54
H36 -3.95 -2.38 -0.47
O2 7.07 -0.29 -6.48
C49 6.66 0.68 -5.80
O3 7.22 1.76 -5.52
C50 5.24 0.50 -5.21
C51 4.73 1.42 -4.30
C52 3.46 1.24 -3.79
N1 2.67 0.22 -4.14
C53 3.17 -0.67 -5.01
C54 4.44 -0.57 -5.57
C55 2.23 -1.83 -5.22
O4 2.53 -2.92 -4.66
O5 1.12 -1.60 -5.77
H37 5.36 2.26 -4.00
H38 3.03 1.93 -3.07
H39 4.81 -1.30 -6.27
O6 0.12 1.89 -4.01
C56 -0.19 1.16 -3.22
Se1 -2.12 -3.57 -2.61
C57 3.96 -1.84 -1.75
C58 3.04 -2.45 -0.73
N2 1.72 -2.71 -1.18
C59 1.47 -4.03 -1.02
C60 2.48 -4.77 -0.48
N3 3.54 -3.83 -0.13
H40 3.66 -0.81 -1.91
H41 3.85 -2.37 -2.70
H42 5.00 -1.85 -1.42
H43 0.49 -4.42 -1.32
H44 2.60 -5.82 -0.28
H45 4.49 -4.11 -0.39

Atom charges from the Mulliken analysis, given in e for atoms 1 to 99: 1.3260 -0.7419 1.4286 0.5275 0.0898 -1.5165 0.1680 -0.8643 -0.8784 0.3273 -1.5194 0.3843 0.4750 0.6565 1.1758 -0.6599 -0.5040 -1.0035 -0.7095 -0.3528 1.6984 -0.5087 -1.3357 -0.5233 -0.6276 -1.1227 -2.1070 1.6654 -0.0457 -0.7889 -1.4132 0.6475 -0.7946 -0.8321 0.0499 -1.2821 0.4754 -0.3337 1.2599 0.8783 -0.9686 -0.5274 -0.5518 -0.7369 0.1016 0.5562 -0.6192 -0.5881 -0.6559 -0.8204 -0.3897 -1.0562 0.9828 0.4015 0.4455 0.3161 0.2484 0.2415 0.3072 0.4362 0.4543 0.4323 0.3621 0.3788 0.4024 0.4474 0.1061 0.4145 0.4128 0.4626 0.4791 0.7519 0.3970 0.2928 0.2819 0.2906 0.2603 0.4301 0.4707 0.0322 0.4133 0.3485 0.3835 0.3566 0.1804 0.4128 0.3618 0.4081 0.4506 -0.7319 0.4181 -0.7402 0.1035 -0.8395 -0.1661 0.0687 0.7856 -0.5794 -0.1418


Question: Which of these has the highest HOMO energy?
Answer: C60H45BaN3O6P2SSe


Question: Which value of HOMO energy does entry 3 give?
Answer: -0.60 eV